{"formula": "C2H6BrClSi", "method": "wB97M-V/def2-TZVPD", "smiles": "CC[Si@H](Cl)Br", "de_lowest_kcal_mol": 12.8, "symbols": ["C", "C", "Si", "Cl", "Br", "H", "H", "H", "H", "H", "H"], "positions_angstrom": [[1.03, 0.99, -0.05], [-0.37, 0.55, -0.52], [-0.81, -1.02, 0.55], [0.72, -2.67, 0.12], [-2.72, -1.74, -0.16], [1.21, 1.10, 0.99], [1.91, 0.30, -0.25], [1.36, 1.96, -0.58], [-0.48, 0.12, -1.57], [-1.17, 1.27, -0.45], [-0.66, -0.87, 1.92]]}